DFT (ωB97M-V with the def2-TZVPD basis set) results for a molecular structure, C40H63AsBF4N2OP3S2SiTa.

Geometry as XYZ:
```
119
Properties=species:S:1:pos:R:3:forces:R:3
Ta 0.001290 -0.983093 -1.257055 1.0 -1.0 0.3
C 2.770767 -3.383698 2.240283 0.1 0.0 0.0
C 3.399693 -3.225185 0.869019 -0.4 -0.3 -0.1
C 3.279168 -4.535577 0.082206 0.2 0.0 0.0
P 2.756944 -1.766717 -0.107884 0.2 0.4 0.5
C 4.116297 -1.755265 -1.403959 -0.3 0.0 -0.4
C 3.661419 -2.527301 -2.652602 0.1 0.0 0.0
C 4.663876 -0.371696 -1.766367 0.1 0.0 0.1
C 3.212087 -0.343114 0.950907 0.0 0.0 0.0
C 4.540223 -0.174988 1.338511 0.0 -0.1 0.1
C 4.947229 0.954365 2.029367 0.0 0.0 0.0
C 4.018535 1.930331 2.352654 0.0 0.0 0.0
C 2.684340 1.747420 2.020110 0.0 -0.1 0.0
C 2.255257 0.613702 1.325551 0.1 0.2 -0.2
Si 0.408562 0.279748 1.129714 -0.3 -0.4 0.2
C 0.210911 -1.202671 2.337545 0.1 0.0 0.0
C 0.948584 -1.192827 3.530263 0.0 0.0 0.0
C 0.743061 -2.120813 4.533043 0.0 0.0 0.0
C -0.196738 -3.126856 4.357967 0.0 0.0 0.0
C -0.895985 -3.198751 3.168888 0.0 0.0 0.0
C -0.696374 -2.251326 2.159399 0.1 -0.1 0.0
P -1.619860 -2.352736 0.602840 0.2 0.0 0.6
C -3.282935 -1.665674 1.085665 0.0 0.2 -0.3
C -3.243840 -0.137907 1.081390 0.0 -0.1 0.0
C -3.805556 -2.119851 2.447929 0.0 -0.1 0.0
C -1.847538 -4.147711 0.198972 -0.1 0.0 -0.2
C -3.046801 -4.882542 0.801461 0.0 0.0 -0.1
C -0.555964 -4.933138 0.419266 0.0 0.0 0.0
C -0.546649 1.666161 2.074301 -0.1 0.2 -0.2
C -0.323038 1.655365 3.459260 0.0 0.0 -0.1
C -0.914760 2.560165 4.322032 0.0 0.0 0.0
C -1.757394 3.531692 3.817002 0.0 0.0 0.0
C -1.978315 3.585598 2.454073 0.0 0.0 -0.1
C -1.398089 2.673000 1.568653 0.2 0.0 0.1
P -1.583497 2.784989 -0.247148 0.1 0.2 0.0
C -0.542239 4.287692 -0.616244 0.1 -0.1 0.1
C -0.954131 5.597196 0.047295 0.1 0.0 0.0
C 0.918888 3.968420 -0.316905 0.0 0.0 -0.1
C -3.297448 3.459119 -0.672222 -0.1 -0.2 0.0
C -4.280651 3.842137 0.432398 0.0 0.1 -0.1
C -3.987400 2.447283 -1.592307 0.0 0.0 0.0
H 3.249352 -4.216654 2.758683 0.0 0.0 0.0
H 1.705112 -3.601856 2.174018 0.0 0.0 0.0
H 2.911128 -2.491790 2.842282 0.0 0.0 0.0
H 4.462082 -3.007103 1.014302 0.0 0.1 -0.1
H 2.261900 -4.715916 -0.256078 0.0 0.0 0.0
H 3.563958 -5.365668 0.729922 0.0 0.0 0.0
H 3.937049 -4.565161 -0.783214 0.0 0.0 0.0
H 4.933264 -2.326008 -0.952948 -0.1 0.0 0.1
H 2.918879 -1.982151 -3.226322 0.0 0.0 0.0
H 3.232087 -3.495669 -2.410108 0.0 0.0 0.0
H 4.518917 -2.697985 -3.305410 0.0 0.0 0.0
H 5.338308 0.010453 -1.004872 0.0 0.0 0.0
H 5.223040 -0.443264 -2.699939 0.0 0.0 0.0
H 3.886912 0.374827 -1.898279 0.0 0.0 0.0
H 5.276648 -0.932951 1.098782 0.0 0.0 -0.1
H 5.985557 1.070049 2.309176 0.0 0.0 0.0
H 4.326575 2.823164 2.880186 0.0 0.0 0.0
H 1.961175 2.487509 2.329430 0.0 0.1 0.0
H 1.723652 -0.448696 3.669517 0.0 0.0 0.0
H 1.320200 -2.066027 5.446784 0.0 0.0 0.0
H -0.381469 -3.851584 5.138988 0.0 0.0 0.0
H -1.613680 -3.993734 3.032378 0.0 0.0 0.0
H -3.954537 -2.005567 0.295516 0.0 0.0 0.0
H -2.680319 0.228248 1.939583 0.0 0.0 0.0
H -4.259095 0.254462 1.163245 0.0 0.0 0.0
H -2.790522 0.277332 0.181945 0.0 0.0 0.0
H -3.136384 -1.814806 3.251115 0.0 0.0 0.0
H -3.972211 -3.190106 2.521684 0.0 0.0 0.0
H -4.764752 -1.626881 2.614395 0.0 0.0 0.0
H -2.033318 -4.102598 -0.876492 0.0 0.0 0.0
H -2.956280 -5.045094 1.873737 0.0 0.0 0.0
H -3.100708 -5.865810 0.332017 0.0 0.0 0.0
H -3.988867 -4.376606 0.599237 0.0 0.0 0.0
H -0.370299 -5.115443 1.476954 0.0 0.0 0.0
H 0.307982 -4.416237 0.015426 0.0 0.0 0.0
H -0.630241 -5.899356 -0.081622 0.0 0.0 0.0
H 0.332675 0.923682 3.897111 0.0 0.0 0.0
H -0.708052 2.503359 5.382205 0.0 0.0 0.0
H -2.228183 4.252505 4.472074 0.0 0.0 0.0
H -2.616286 4.364160 2.073070 0.1 0.0 0.0
H -0.648377 4.393952 -1.700948 -0.1 0.0 0.0
H -0.734276 5.580328 1.115114 0.0 0.0 0.0
H -2.011576 5.826770 -0.086582 0.0 0.0 0.0
H -0.385772 6.421217 -0.389230 0.0 0.0 0.0
H 1.071842 3.891027 0.759346 0.0 0.0 0.1
H 1.572821 4.759531 -0.687703 0.0 0.0 0.0
H 1.230212 3.025844 -0.776164 0.0 0.0 0.0
H -3.083791 4.346415 -1.276655 0.0 0.0 0.0
H -4.366382 3.059954 1.187774 0.0 0.0 0.0
H -5.268118 3.985345 -0.010506 0.0 0.0 0.0
H -4.020883 4.775134 0.928414 0.0 0.0 0.0
H -4.279974 1.555325 -1.031044 0.0 0.0 0.0
H -3.332945 2.163472 -2.415736 0.1 0.0 -0.1
H -4.895337 2.875034 -2.022966 0.0 0.0 0.0
O -3.667830 -1.441192 -1.931535 -0.1 0.0 0.1
S -2.842847 -0.494757 -2.628971 0.4 0.3 -0.2
N -1.535626 -0.101278 -1.969695 -0.8 -0.6 0.0
S 2.763819 0.443786 -4.577245 0.0 0.1 -0.2
C 1.954061 0.249135 -3.270986 -0.1 0.2 0.1
N 1.331745 0.074420 -2.250310 0.1 -0.1 0.2
F 0.099289 -4.380903 -3.686878 0.0 -0.1 0.1
B 0.001125 -3.216608 -3.051037 -0.2 0.2 -0.3
F 0.771040 -3.147332 -1.797449 -0.1 0.7 0.3
F -1.294341 -2.891404 -2.544848 -0.1 0.1 0.0
F 0.421875 -2.086424 -3.750178 0.0 -0.1 -0.2
C -1.659614 3.978618 -4.546070 -0.1 0.1 0.0
As -0.544615 2.590766 -3.712370 -0.1 0.2 -0.4
C -0.592136 1.414212 -5.292718 0.1 -0.1 0.0
C 1.126002 3.580245 -4.032679 0.1 -0.1 0.1
H -1.266210 4.226248 -5.532277 0.0 0.0 0.0
H -1.660094 4.881960 -3.933971 0.0 0.0 0.0
H -2.688714 3.635170 -4.652624 0.0 0.0 0.0
H -0.015494 1.841385 -6.113143 0.0 0.0 0.0
H -1.630926 1.319411 -5.611811 0.0 0.0 0.0
H -0.207103 0.418763 -5.075309 0.0 0.0 0.0
H 0.997492 4.588888 -3.637728 0.0 0.0 0.0
H 1.347268 3.639414 -5.098333 0.0 0.0 0.0
H 1.971249 3.124145 -3.518646 0.0 0.0 0.0
```
Positions in Å, forces in eV/Å.

Gap between HOMO and LUMO ... 0.1981 hartree
E_LUMO ... -0.1741 Ha
Charge ... +1
Relative energy (zero: lowest compared OMol25 entry of this formula, charge and spin) ... 0.0 kJ/mol
HOMO ... -10.13 eV
Total energy ... -178883.0863 eV

---

DFT (ωB97M-V with the def2-TZVPD basis set) results for 8 unconnected molecules or ions with the total composition C40H63F5N2O26.

Geometry as XYZ:
```
136
Properties=species:S:1:pos:R:3:forces:R:3
C 6.357762 -1.795470 0.055746 0.3 0.2 0.0
O 7.241326 -1.237857 -0.904074 -0.6 -0.1 0.0
C 6.593882 -0.885328 -2.123599 0.6 0.1 -0.1
C 6.235165 0.602611 -2.169176 -0.6 -0.4 -0.2
C 4.733517 0.924517 -1.973811 0.6 0.1 0.4
C 4.451616 2.053864 -0.956375 0.0 -0.1 -0.4
C 3.527330 3.129618 -1.528058 -0.5 -0.4 0.1
C 2.721964 3.924382 -0.504782 0.3 0.2 0.3
C 2.010837 3.088657 0.566340 0.3 -0.1 -0.3
C 1.313942 1.828838 0.057058 -0.6 0.2 0.4
C -0.144054 1.960384 -0.322898 -0.4 0.0 -0.5
C -0.962095 3.041972 0.036691 -0.4 -0.3 -0.3
C -2.321609 3.102950 -0.304970 0.3 -0.5 -0.2
C -2.853652 2.036538 -1.012624 0.4 0.4 0.1
C -2.067415 0.967267 -1.420443 0.2 0.2 0.0
C -0.720563 0.916664 -1.087844 0.4 0.4 0.1
O 0.067190 -0.166751 -1.426415 -0.7 0.1 0.3
N 0.273717 -0.312115 -2.895936 0.6 -0.3 -0.3
O 0.787476 0.608999 -3.349228 -0.3 0.2 0.0
C -2.946370 0.030198 -2.174303 0.2 0.6 1.1
O -2.661987 -0.762178 -3.001754 0.2 -1.0 -0.4
N -4.299586 0.355568 -1.769074 0.2 0.3 -0.4
C -5.006744 -0.506906 -0.899671 -0.3 -0.3 -0.6
F -6.217738 -0.828279 -1.410560 -0.1 0.1 0.0
F -5.229193 0.074397 0.299121 0.1 0.2 0.1
C -4.311856 -1.861986 -0.607579 -0.6 0.1 0.3
F -3.134892 -1.678053 -0.026617 0.5 0.1 0.1
F -5.092361 -2.537915 0.232028 -0.1 0.0 0.2
F -4.162757 -2.581472 -1.699751 0.1 -0.2 -0.3
C -4.244969 1.790986 -1.463159 0.8 -0.6 0.5
O -5.120499 2.559320 -1.635058 -1.0 0.4 0.1
H 5.340171 -1.430130 -0.066958 -0.1 0.0 0.0
H 6.365151 -2.882779 -0.009593 -0.1 -0.2 0.0
H 6.698583 -1.493811 1.043303 0.1 -0.1 0.1
H 7.312675 -1.104181 -2.910308 0.1 -0.1 0.0
H 5.732407 -1.530687 -2.298696 -0.2 0.0 0.0
H 6.532755 0.977756 -3.144807 0.2 0.2 0.0
H 6.840494 1.090884 -1.412568 0.1 0.1 0.1
H 4.241158 0.017616 -1.628294 -0.2 -0.1 -0.1
H 4.310631 1.181049 -2.940860 -0.2 0.0 -0.1
H 4.020796 1.590747 -0.073443 -0.1 0.1 0.2
H 5.394550 2.497058 -0.646993 0.1 0.1 0.1
H 2.820609 2.633475 -2.195475 -0.1 0.0 -0.1
H 4.099890 3.802771 -2.161154 0.1 0.1 -0.1
H 3.408477 4.588476 0.022421 0.0 0.2 0.1
H 2.005296 4.578384 -1.000466 0.0 0.0 -0.2
H 2.745805 2.782070 1.305773 0.1 -0.1 0.1
H 1.330227 3.730676 1.113799 -0.1 0.1 0.1
H 1.824204 1.384551 -0.787739 0.2 0.0 -0.1
H 1.353702 1.080424 0.850232 0.0 -0.2 0.0
H -0.547550 3.864378 0.595688 0.1 0.0 0.1
H -2.949483 3.928433 -0.009124 0.0 0.1 0.0
C -10.990896 0.685559 3.185372 -0.1 0.0 0.1
O -9.731058 1.279409 2.867971 0.0 0.0 0.0
C -9.412932 1.224893 1.573101 0.1 0.0 0.0
O -10.085720 0.734164 0.705070 0.0 0.0 0.0
O -8.227280 1.805960 1.411997 0.0 0.0 0.0
C -7.755405 1.820358 0.059351 0.0 0.2 -0.1
H -11.118172 0.800548 4.257726 0.1 0.0 0.0
H -11.798598 1.195721 2.664187 0.0 0.0 -0.1
H -10.993089 -0.371808 2.928012 0.0 0.0 -0.1
H -8.444511 2.373984 -0.575574 0.0 -0.1 0.0
H -7.632374 0.812428 -0.319683 -0.1 -0.1 0.0
H -6.797692 2.325170 0.074474 0.0 0.0 0.1
C -3.634426 -4.472010 -4.129986 0.2 0.0 -0.1
O -3.734451 -5.893609 -4.270700 0.1 0.0 0.0
C -4.961818 -6.330858 -4.540050 0.0 0.0 0.0
O -5.945342 -5.648122 -4.660556 0.0 0.0 0.0
O -4.916401 -7.658776 -4.649743 0.0 0.0 0.0
C -6.177463 -8.266065 -4.936219 -0.1 -0.1 0.0
H -2.593564 -4.259833 -3.903435 0.0 -0.1 0.0
H -3.913165 -3.974794 -5.057265 -0.1 0.0 0.0
H -4.263850 -4.129274 -3.321593 -0.2 0.0 0.0
H -6.569496 -7.908010 -5.886143 0.0 0.1 0.0
H -6.891142 -8.063453 -4.140091 0.0 0.1 0.0
H -5.991873 -9.334264 -4.996787 0.1 0.0 0.0
C 10.209355 -0.991086 -0.082354 -0.1 0.0 0.2
O 11.346715 -0.216949 -0.491046 0.0 0.0 0.1
C 11.639110 -0.318932 -1.782586 0.0 0.0 0.0
O 11.046564 -0.979059 -2.596395 0.0 0.0 0.0
O 12.708251 0.441760 -2.029942 0.0 0.0 0.0
C 13.134603 0.425693 -3.392831 0.1 0.1 -0.1
H 10.086492 -0.813497 0.982997 0.1 0.1 0.0
H 9.311307 -0.679035 -0.604428 0.1 -0.1 -0.1
H 10.389008 -2.051576 -0.250353 0.0 0.0 -0.1
H 12.350310 0.803764 -4.045839 0.0 -0.1 0.0
H 13.416025 -0.580874 -3.696048 -0.1 0.0 0.0
H 14.000720 1.078650 -3.446903 0.0 0.0 0.1
C -3.343838 -8.043351 3.944075 0.1 -0.1 0.1
O -3.981001 -7.847566 2.680768 0.0 0.0 0.0
C -4.649918 -6.698397 2.577813 0.0 0.0 0.0
O -4.744084 -5.860844 3.436923 0.0 0.0 0.0
O -5.191266 -6.640126 1.364586 0.0 0.0 -0.1
C -5.947359 -5.449831 1.113468 -0.2 -0.1 -0.1
H -2.844558 -9.005880 3.885101 0.0 0.0 -0.1
H -2.610101 -7.261367 4.129840 -0.1 0.1 0.0
H -4.078573 -8.060885 4.746647 0.0 0.1 0.0
H -5.316441 -4.576410 1.200023 0.1 0.1 0.1
H -6.785337 -5.378086 1.804434 0.0 0.0 0.1
H -6.321144 -5.534140 0.096971 0.1 -0.1 0.0
C 2.917453 4.376763 5.521818 0.1 -0.2 0.1
O 2.494430 5.718934 5.781361 0.0 0.0 0.0
C 1.952227 6.335204 4.735420 0.0 0.0 0.1
O 1.798863 5.861962 3.638540 0.0 0.0 -0.1
O 1.606675 7.566281 5.107953 0.0 0.0 0.0
C 1.006496 8.348610 4.073636 -0.1 0.2 0.0
H 3.331829 3.996716 6.450390 0.0 0.1 0.1
H 2.073140 3.757605 5.226327 0.0 0.0 -0.1
H 3.682727 4.359308 4.748086 -0.1 0.0 -0.1
H 0.086880 7.883022 3.724610 0.0 0.0 0.0
H 1.696063 8.479856 3.242087 0.0 -0.1 0.0
H 0.781125 9.313822 4.516719 0.0 0.0 0.1
C -1.454133 0.163276 -5.631259 0.2 0.0 0.0
O -2.160085 0.166501 -6.875550 0.1 0.0 0.0
C -2.880696 1.266060 -7.078118 -0.1 0.0 0.0
O -2.971424 2.199131 -6.321662 0.0 0.0 0.0
O -3.488179 1.158839 -8.258531 0.0 0.0 0.0
C -4.307046 2.278924 -8.601293 -0.1 0.1 -0.1
H -0.917601 -0.779580 -5.577324 -0.1 -0.1 -0.1
H -0.741742 0.986956 -5.596624 -0.1 0.0 0.0
H -2.146096 0.225795 -4.800462 0.0 0.1 -0.1
H -3.710007 3.186669 -8.662568 0.0 0.0 0.1
H -5.105578 2.407708 -7.873414 0.0 0.0 0.1
H -4.732919 2.055344 -9.574751 0.0 -0.1 0.0
C 5.332724 0.419519 8.860634 0.2 0.0 0.0
O 4.106442 0.048894 9.494159 0.0 0.0 0.0
C 3.012275 0.403791 8.823962 0.0 0.0 0.1
O 2.988234 0.986880 7.770577 0.0 0.1 -0.1
O 1.950296 0.002691 9.517742 0.0 0.0 0.0
C 0.694670 0.319471 8.911304 -0.2 0.0 0.0
H 6.127377 0.069808 9.512449 -0.1 0.0 0.1
H 5.421397 -0.058003 7.886844 0.0 0.1 0.0
H 5.397719 1.500442 8.752708 0.0 0.0 -0.1
H 0.605192 -0.162757 7.940025 0.0 0.1 0.0
H 0.581129 1.396435 8.804644 0.0 0.0 -0.1
H -0.069284 -0.063568 9.580719 0.1 0.0 0.1
```
Positions in Å, forces in eV/Å.

Gap between HOMO and LUMO ... 0.3262 hartree
E_LUMO ... -0.0361 Ha
HOMO ... -9.86 eV
Total energy ... -112301.1337 eV
SMILES ... COCCCCCCCCc1ccc2c(c1ON=O)C(=O)N(C(F)(F)C(F)(F)F)C2=O.COC(=O)OC.COC(=O)OC.COC(=O)OC.COC(=O)OC.COC(=O)OC.COC(=O)OC.COC(=O)OC

---

What is the formula in the first record?
C40H63AsBF4N2OP3S2SiTa